one:
ORCA calculation (ωB97M-V with the def2-TZVPD basis set) on the molecule C22H32N2O4.

Structure (ORCA input):
```
! RIJCOSX wB97M-V def2-TZVPD def2/J DEFGRID3
* xyz 0 1
C 3.092 5.971 -3.039
H 3.930 5.266 -3.016
O 1.856 5.305 -3.100
C 1.488 4.510 -2.054
C 2.280 4.262 -0.942
C 1.814 3.458 0.086
C 0.562 2.886 0.010
C -0.241 3.102 -1.106
C 0.210 3.919 -2.138
O -0.632 4.188 -3.188
C -0.227 3.677 -4.450
H -0.225 2.583 -4.432
H 0.758 4.050 -4.736
H -0.972 4.031 -5.160
C -1.571 2.399 -1.235
N -1.409 0.962 -1.110
C -1.008 0.206 -2.152
O -0.945 0.616 -3.293
C -0.644 -1.247 -1.829
C -1.182 -1.797 -0.514
N -0.520 -1.247 0.654
C 0.745 -0.748 0.671
O 1.269 -0.378 1.705
C 1.452 -0.571 -0.659
C 0.881 -1.384 -1.811
H 1.296 -1.033 -2.756
H 1.143 -2.439 -1.695
H 1.406 0.498 -0.892
H 2.505 -0.809 -0.495
C -1.200 -1.452 1.920
H -2.221 -1.060 1.837
C -1.249 -2.919 2.368
C -1.935 -3.013 3.731
C -1.995 -4.461 4.209
C -0.592 -5.053 4.290
C 0.099 -4.964 2.933
C 0.155 -3.518 2.453
H 0.755 -2.922 3.143
H 0.641 -3.475 1.475
H 1.110 -5.369 3.002
H -0.454 -5.568 2.207
H -0.644 -6.094 4.615
H -0.008 -4.499 5.029
H -2.477 -4.507 5.187
H -2.597 -5.050 3.512
H -1.375 -2.417 4.455
H -2.945 -2.601 3.668
H -1.838 -3.496 1.645
H -0.654 -0.868 2.664
H -1.058 -2.889 -0.524
H -2.255 -1.589 -0.423
H -1.047 -1.847 -2.651
H -1.270 0.609 -0.176
H -2.267 2.735 -0.463
H -1.992 2.609 -2.220
H 0.210 2.262 0.818
H 2.437 3.278 0.948
H 3.262 4.700 -0.860
H 3.149 6.633 -2.169
H 3.148 6.567 -3.949
*
```

Values from the calculation:
LUMO level	0.67	eV
structure (SMILES)	COc1cccc(CNC(=O)[C@H]2CCC(=O)N(CC3CCCCC3)C2)c1OC
HOMO	-8.3315	eV
orbital gap	0.3309	hartree



two:
ORCA calculation (ωB97M-V with the def2-TZVPD basis set) on the molecule C22H32N2O4.

Structure (ORCA input):
```
! RIJCOSX wB97M-V def2-TZVPD def2/J DEFGRID3
* xyz 0 1
C 6.441 3.041 1.044
C 6.195 2.724 -0.428
H 5.434 3.393 -0.850
H 7.119 2.860 -0.997
O 5.857 1.371 -0.651
C 4.638 0.891 -0.231
C 3.569 1.706 0.122
C 2.340 1.182 0.475
C 2.147 -0.194 0.482
C 3.207 -1.022 0.146
C 4.451 -0.505 -0.205
O 5.372 -1.451 -0.530
C 6.761 -1.173 -0.485
C 7.486 -2.510 -0.547
H 8.560 -2.350 -0.526
H 7.198 -3.129 0.298
H 7.220 -3.031 -1.462
H 7.012 -0.649 0.444
H 7.053 -0.542 -1.332
H 3.090 -2.092 0.148
N 0.887 -0.675 0.848
C 0.436 -1.947 0.871
O 1.062 -2.947 0.589
C -1.046 -2.006 1.282
N -1.905 -1.501 0.222
C -2.177 -0.180 0.194
O -1.639 0.583 0.991
C -3.196 0.331 -0.799
H -2.964 -0.008 -1.811
C -4.615 -0.098 -0.406
H -4.680 -1.187 -0.468
C -5.689 0.546 -1.302
H -5.398 0.618 -2.350
C -5.980 1.863 -0.584
H -6.828 2.397 -1.009
H -5.123 2.531 -0.531
C -6.298 1.190 0.750
H -6.572 1.849 1.572
C -5.013 0.396 1.002
H -5.171 -0.427 1.700
H -4.239 1.042 1.417
C -7.406 0.209 0.350
H -7.458 -0.638 1.033
H -8.378 0.702 0.353
C -7.001 -0.214 -1.077
H -6.870 -1.292 -1.171
H -7.750 0.095 -1.807
H -3.125 1.420 -0.784
C -2.287 -2.489 -0.758
H -1.408 -3.081 -1.022
H -2.675 -2.025 -1.659
H -3.047 -3.162 -0.349
H -1.205 -1.396 2.176
H -1.315 -3.043 1.489
H 0.198 0.044 1.074
H 1.529 1.844 0.740
H 3.680 2.778 0.110
H 7.234 2.406 1.432
H 5.543 2.869 1.632
H 6.739 4.081 1.150
*
```

Values from the calculation:
LUMO level	0.72	eV
structure (SMILES)	CCOc1ccc(NC(=O)CN(C)C(=O)C[C@H]2C[C@@H]3CC[C@H]2C3)cc1OCC
HOMO	-7.5603	eV
orbital gap	0.3043	hartree



In order of decreasing stability: one, two.



one:
ORCA calculation (ωB97M-V with the def2-TZVPD basis set) on a cluster of 2 separate species, C2H8NS in total.

Structure (ORCA input):
```
! RIJCOSX wB97M-V def2-TZVPD def2/J DEFGRID3
* xyz -1 1
N 2.528 1.370 1.094
H 2.356 1.634 0.119
H 3.446 1.006 1.109
H 1.789 0.778 1.235
C -0.846 -1.264 -0.570
C -1.631 0.083 -0.433
S -1.612 0.976 1.130
H -0.007 -1.358 -1.150
H -1.562 -2.115 -0.981
H -0.611 -1.626 0.462
H -2.728 -0.248 -0.772
H -1.121 0.763 -1.245
*
```

Values from the calculation:
LUMO level	4.21	eV
HOMO	-2.2587	eV
orbital gap	0.2379	hartree



two:
ORCA calculation (ωB97M-V with the def2-TZVPD basis set) on a cluster of 2 separate species, C2H8NS in total.

Structure (ORCA input):
```
! RIJCOSX wB97M-V def2-TZVPD def2/J DEFGRID3
* xyz -1 1
S 0.082 0.999 -1.562
H 1.440 0.992 -1.997
C 0.011 0.112 1.951
N 0.468 -0.967 1.080
C -0.686 -1.283 0.128
H 0.845 0.663 2.549
H -0.613 -0.205 2.755
H -0.487 0.924 1.560
H 1.283 -0.705 0.586
H -0.985 -0.380 -0.440
H -0.412 -1.960 -0.694
H -1.615 -1.517 0.636
*
```

Values from the calculation:
LUMO level	4.35	eV
HOMO	-2.4672	eV
orbital gap	0.2504	hartree



In order of decreasing stability: one, two.



one:
ORCA calculation (ωB97M-V with the def2-TZVPD basis set) on a cluster of 2 separate species, C2H8NS in total.

Structure (ORCA input):
```
! RIJCOSX wB97M-V def2-TZVPD def2/J DEFGRID3
* xyz -1 1
N -1.645 -3.015 -0.380
H -1.360 -2.036 -0.342
H -2.581 -2.988 -0.185
H -1.312 -3.225 0.538
C 0.573 1.684 -0.593
C 1.271 1.056 0.488
S 0.365 1.102 2.062
H 1.233 1.648 -1.409
H 0.205 2.736 -0.507
H -0.394 1.169 -0.838
H 2.058 1.829 0.814
H 1.587 0.039 0.350
*
```

Values from the calculation:
LUMO level	3.97	eV
HOMO	-2.0734	eV
orbital gap	0.2221	hartree



two:
ORCA calculation (ωB97M-V with the def2-TZVPD basis set) on a cluster of 2 separate species, C2H8NS in total.

Structure (ORCA input):
```
! RIJCOSX wB97M-V def2-TZVPD def2/J DEFGRID3
* xyz -1 1
N 0.584 0.530 2.596
H 0.538 -0.384 2.204
H 0.761 1.141 1.639
H -0.421 0.763 2.868
C -0.301 -1.025 -0.867
C -0.054 0.320 -1.561
S 0.072 1.887 -0.608
H -0.311 -0.872 0.315
H -1.303 -1.362 -0.968
H 0.564 -1.755 -1.027
H 0.790 0.256 -2.307
H -0.918 0.500 -2.282
*
```

Values from the calculation:
LUMO level	4.41	eV
HOMO	-2.4577	eV
orbital gap	0.2524	hartree



three:
ORCA calculation (ωB97M-V with the def2-TZVPD basis set) on a cluster of 2 separate species, C2H8NS in total.

Structure (ORCA input):
```
! RIJCOSX wB97M-V def2-TZVPD def2/J DEFGRID3
* xyz -1 1
N -3.972 1.536 0.644
H -3.386 2.213 1.119
H -3.319 0.790 0.454
H -4.330 1.994 -0.185
C 1.451 -1.187 1.381
C 0.795 -1.135 -0.008
S 1.231 0.275 -1.125
H 2.457 -0.750 1.285
H 1.713 -2.218 1.660
H 1.144 -0.742 2.334
H -0.293 -1.145 0.128
H 1.014 -2.106 -0.466
*
```

Values from the calculation:
LUMO level	3.76	eV
HOMO	-2.2153	eV
orbital gap	0.2198	hartree



In order of decreasing stability: three, two, one.



one:
ORCA calculation (ωB97M-V with the def2-TZVPD basis set) on the molecule H3O3P.

Structure (ORCA input):
```
! RIJCOSX wB97M-V def2-TZVPD def2/J DEFGRID3
* xyz 0 1
O 1.732 -0.939 -0.065
O -0.740 1.908 0.936
O 1.577 0.225 0.710
P -0.437 0.555 0.054
H 1.496 -1.606 0.512
H 0.123 2.468 1.020
H 0.116 1.023 -1.105
*
```

Values from the calculation:
LUMO level	-0.15	eV
structure (SMILES)	OOPO
HOMO	-9.7569	eV
orbital gap	0.3529	hartree



two:
ORCA calculation (ωB97M-V with the def2-TZVPD basis set) on a cluster of 2 separate species, H3O3P in total.

Structure (ORCA input):
```
! RIJCOSX wB97M-V def2-TZVPD def2/J DEFGRID3
* xyz 0 1
O 3.794 0.455 -1.192
O -0.992 0.181 0.038
O 2.131 -0.053 0.624
P 3.651 0.009 0.218
H -1.108 -0.071 -0.894
H -1.746 -0.092 0.572
H 1.342 0.318 0.310
*
```

Values from the calculation:
LUMO level	0.27	eV
structure (SMILES)	O=PO.O
HOMO	-10.5052	eV
orbital gap	0.3960	hartree



In order of decreasing stability: two, one.



one:
ORCA calculation (ωB97M-V with the def2-TZVPD basis set) on the molecule H4N2Si.

Structure (ORCA input):
```
! RIJCOSX wB97M-V def2-TZVPD def2/J DEFGRID3
* xyz 0 1
N -0.539 0.915 -0.657
N 0.123 0.744 0.969
Si 0.162 -0.585 -0.125
H -1.410 1.174 -0.383
H 0.552 1.698 0.891
H -0.807 -1.495 0.477
H 1.209 -1.222 -0.829
*
```

Values from the calculation:
LUMO level	0.73	eV
structure (SMILES)	N1N[SiH2]1
HOMO	-9.5486	eV
orbital gap	0.3778	hartree



two:
ORCA calculation (ωB97M-V with the def2-TZVPD basis set) on the molecule H4N2Si.

Structure (ORCA input):
```
! RIJCOSX wB97M-V def2-TZVPD def2/J DEFGRID3
* xyz 0 1
N -0.723 -0.941 -0.246
N -0.830 0.303 0.817
Si 0.558 0.226 -0.201
H -0.777 -1.857 0.161
H -1.687 0.779 0.722
H 1.690 0.276 0.705
H 0.590 0.801 -1.579
*
```

Values from the calculation:
LUMO level	0.71	eV
structure (SMILES)	N1N[SiH2]1
HOMO	-9.0823	eV
orbital gap	0.3598	hartree



In order of decreasing stability: two, one.



one:
ORCA calculation (ωB97M-V with the def2-TZVPD basis set) on the molecule CH3I2P.

Structure (ORCA input):
```
! RIJCOSX wB97M-V def2-TZVPD def2/J DEFGRID3
* xyz 0 1
C -0.088 0.063 -0.243
P -1.803 -0.265 -1.027
I -1.949 -2.755 -0.998
I -3.510 0.352 0.897
H 0.788 -0.374 -0.788
H 0.122 -0.312 0.694
H 0.130 1.159 -0.096
*
```

Values from the calculation:
LUMO level	-0.99	eV
structure (SMILES)	CP(I)I
HOMO	-9.1961	eV
orbital gap	0.3016	hartree



two:
ORCA calculation (ωB97M-V with the def2-TZVPD basis set) on a cluster of 2 separate species, CH3I2P in total.

Structure (ORCA input):
```
! RIJCOSX wB97M-V def2-TZVPD def2/J DEFGRID3
* xyz 0 1
C -0.852 -0.196 0.018
P 0.310 0.720 -1.100
I 0.876 2.575 0.235
I 2.720 -1.643 0.264
H -1.894 -0.206 -0.491
H -0.554 0.073 1.075
H -0.607 -1.324 -0.002
*
```

Values from the calculation:
LUMO level (spin up / spin down)	-1.83 / -2.91	eV
HOMO (spin up / spin down)	-9.5761 / -8.4086	eV
orbital gap (spin up / spin down)	0.2846 / 0.2020	hartree



In order of decreasing stability: one, two.